# 1
C17H22NO6 | the ωB97M-V functional and the def2-TZVPD basis

Each line ends with the Mulliken charge.
Atoms and positions in Å:
C 0.89 4.04 0.26  -1.1479
C -0.40 3.38 -0.19  -0.2734
O -0.04 2.18 -0.90  -0.1852
C -1.12 1.42 -1.24  0.4652
C -0.64 0.18 -1.85  0.9289
C 0.68 0.24 -2.47  -1.5316
C -1.62 -0.72 -2.44  0.0934
O -1.35 -1.57 -3.28  -0.8150
O -2.86 -0.48 -2.00  -0.1475
C -3.82 -1.49 -2.32  -0.1118
C -5.19 -0.97 -1.98  -1.2644
O -2.26 1.82 -1.10  -0.7136
H 0.62 4.88 0.91  0.3930
H 1.51 3.35 0.84  0.2165
H 1.47 4.42 -0.59  0.2999
H -1.01 3.09 0.68  0.3019
H -0.98 4.05 -0.84  0.2731
H 0.70 -0.51 -3.27  0.4260
H 0.88 1.22 -2.93  0.3379
H 1.48 0.03 -1.75  0.0939
H -3.77 -1.75 -3.38  0.2761
H -3.59 -2.37 -1.71  0.1724
H -5.90 -1.80 -2.07  0.3964
H -5.25 -0.57 -0.96  0.2920
H -5.50 -0.19 -2.69  0.2987
C 4.48 1.00 3.29  -1.4564
C 3.43 0.14 2.63  1.1135
C 3.78 -0.67 1.54  -0.5268
C 2.81 -1.43 0.89  -0.6437
C 1.44 -1.37 1.28  1.0151
C 0.45 -2.13 0.55  0.0724
C -0.82 -2.38 0.99  -0.9515
N -1.62 -3.33 0.36  1.0709
O -2.83 -3.48 0.68  -0.6342
O -1.05 -4.04 -0.51  -0.5831
C 1.13 -0.63 2.44  -0.5657
C 2.10 0.14 3.10  -0.8345
H 4.06 1.57 4.12  0.3477
H 5.31 0.39 3.67  0.3475
H 4.92 1.71 2.57  0.3090
H 4.81 -0.67 1.19  0.3685
H 3.09 -2.10 0.08  0.3384
H 0.82 -2.73 -0.28  0.2703
H -1.22 -1.95 1.90  0.3765
H 0.12 -0.67 2.85  0.2167
H 1.84 0.75 3.95  0.2745

## Properties
Orbital gap in eV: 4.472
Relative energy (zero: lowest compared OMol25 entry of this formula, charge and spin) in kJ/mol: 21.05
Electronic energy in eV: -31758.836
Net charge: -1
HOMO level in eV: -2.87
LUMO energy in eV: 1.599

***

# 2
C17H22O5 | the ωB97M-V functional and the def2-TZVPD basis

Each line ends with the Mulliken charge.
Atoms and positions in Å:
C 6.51 2.99 -0.88  -0.7566
C 5.88 2.52 0.18  -0.1432
C 4.41 2.24 0.23  -0.4685
C 4.22 0.74 0.43  0.6747
O 4.47 0.15 1.45  -0.6001
O 3.77 0.17 -0.69  -0.3496
C 3.57 -1.24 -0.66  -0.8285
C 2.25 -1.62 0.01  -0.4695
C 1.05 -1.05 -0.74  -0.8308
C -0.27 -1.23 0.01  -0.1874
C -0.69 -2.69 0.14  -0.3549
C -2.06 -2.88 0.79  -0.8157
O -3.11 -2.45 -0.05  -0.4149
C -3.65 -1.21 0.04  0.9177
C -3.34 -0.24 0.99  -0.0800
C -3.99 0.98 0.98  -1.0010
C -4.96 1.26 0.02  0.1675
C -5.27 0.29 -0.93  -0.5508
C -4.63 -0.93 -0.92  -0.5215
H -4.86 -1.69 -1.65  0.4510
H -6.02 0.51 -1.67  0.4183
C -5.66 2.55 -0.02  0.4955
O -6.51 2.85 -0.83  -0.6022
O -5.28 3.41 0.94  -0.4554
H -5.78 4.23 0.86  0.3472
H -3.74 1.72 1.72  0.4178
H -2.59 -0.42 1.75  0.2161
H -2.09 -2.39 1.77  0.3678
H -2.24 -3.95 0.93  0.3374
H -0.72 -3.15 -0.86  0.2850
H 0.04 -3.24 0.74  0.3379
H -1.04 -0.68 -0.53  0.2479
H -0.18 -0.79 1.00  0.2116
H 1.22 0.01 -0.90  0.3158
H 0.98 -1.53 -1.72  0.3041
H 2.26 -1.24 1.04  0.3238
H 2.20 -2.71 0.06  0.3883
H 3.58 -1.55 -1.70  0.4468
H 4.41 -1.71 -0.12  0.3848
H 3.92 2.54 -0.70  0.2865
H 3.97 2.75 1.08  0.2544
H 6.42 2.28 1.09  0.3248
H 7.57 3.18 -0.88  0.2709
H 5.99 3.23 -1.79  0.2371

## Properties
Orbital gap in eV: 9.427
Relative energy (zero: lowest compared OMol25 entry of this formula, charge and spin) in kJ/mol: 27.14
Electronic energy in eV: -28223.680
Net charge: 0
HOMO level in eV: -8.77
LUMO energy in eV: 0.662

***

Number 1 is which compound?
C17H22NO6

***

What is the HOMO level in the first record?
-2.87 eV

***

Copy entry 1 word for word.
C17H22NO6 | the ωB97M-V functional and the def2-TZVPD basis

Each line ends with the Mulliken charge.
Atoms and positions in Å:
C 0.89 4.04 0.26  -1.1479
C -0.40 3.38 -0.19  -0.2734
O -0.04 2.18 -0.90  -0.1852
C -1.12 1.42 -1.24  0.4652
C -0.64 0.18 -1.85  0.9289
C 0.68 0.24 -2.47  -1.5316
C -1.62 -0.72 -2.44  0.0934
O -1.35 -1.57 -3.28  -0.8150
O -2.86 -0.48 -2.00  -0.1475
C -3.82 -1.49 -2.32  -0.1118
C -5.19 -0.97 -1.98  -1.2644
O -2.26 1.82 -1.10  -0.7136
H 0.62 4.88 0.91  0.3930
H 1.51 3.35 0.84  0.2165
H 1.47 4.42 -0.59  0.2999
H -1.01 3.09 0.68  0.3019
H -0.98 4.05 -0.84  0.2731
H 0.70 -0.51 -3.27  0.4260
H 0.88 1.22 -2.93  0.3379
H 1.48 0.03 -1.75  0.0939
H -3.77 -1.75 -3.38  0.2761
H -3.59 -2.37 -1.71  0.1724
H -5.90 -1.80 -2.07  0.3964
H -5.25 -0.57 -0.96  0.2920
H -5.50 -0.19 -2.69  0.2987
C 4.48 1.00 3.29  -1.4564
C 3.43 0.14 2.63  1.1135
C 3.78 -0.67 1.54  -0.5268
C 2.81 -1.43 0.89  -0.6437
C 1.44 -1.37 1.28  1.0151
C 0.45 -2.13 0.55  0.0724
C -0.82 -2.38 0.99  -0.9515
N -1.62 -3.33 0.36  1.0709
O -2.83 -3.48 0.68  -0.6342
O -1.05 -4.04 -0.51  -0.5831
C 1.13 -0.63 2.44  -0.5657
C 2.10 0.14 3.10  -0.8345
H 4.06 1.57 4.12  0.3477
H 5.31 0.39 3.67  0.3475
H 4.92 1.71 2.57  0.3090
H 4.81 -0.67 1.19  0.3685
H 3.09 -2.10 0.08  0.3384
H 0.82 -2.73 -0.28  0.2703
H -1.22 -1.95 1.90  0.3765
H 0.12 -0.67 2.85  0.2167
H 1.84 0.75 3.95  0.2745

## Properties
Orbital gap in eV: 4.472
Relative energy (zero: lowest compared OMol25 entry of this formula, charge and spin) in kJ/mol: 21.05
Electronic energy in eV: -31758.836
Net charge: -1
HOMO level in eV: -2.87
LUMO energy in eV: 1.599